1.
Entry from the Open Molecules 2025 dataset: a 14-piece molecular cluster, C84H210N10O36P4 overall at a distorted geometry (ωB97M-V/def2-TZVPD).

Values from the calculation:
energy	-216271.7997	eV
lowest unoccupied orbital energy	0.3	eV
highest occupied orbital energy	-7.85	eV
orbital gap	8.17	eV

Last column: Mulliken charge in e.
Element x y z (Å)
C (-4.3245, 7.4316, -5.1763)  -0.709
O (-3.0425, 6.7327, -5.1615)  -0.505
C (-3.2853, 5.3430, -4.9868)  1.880
C (-3.3402, 4.5634, -6.2854)  -0.972
N (-4.3623, 3.5425, -6.2674)  -0.127
C (-4.3948, 2.6190, -5.1777)  0.760
C (-5.7659, 2.4518, -4.5613)  -0.671
O (-6.0859, 3.7221, -4.0299)  -0.094
C (-7.3049, 3.8030, -3.2558)  -0.616
H (-4.7976, 7.4714, -6.1476)  0.298
H (-4.1257, 8.5047, -4.9373)  0.307
H (-5.0740, 7.0826, -4.4919)  0.224
H (-4.2311, 5.2696, -4.4215)  0.012
H (-2.4775, 4.9300, -4.3298)  -0.958
H (-2.3254, 4.1207, -6.5492)  -0.089
H (-3.5089, 5.2677, -7.1024)  0.476
H (-5.2509, 4.0358, -6.2194)  0.443
H (-3.6683, 2.9050, -4.3811)  -0.799
H (-4.2347, 1.5767, -5.4809)  0.058
H (-5.8109, 1.5692, -3.7925)  -0.144
H (-6.4257, 2.2088, -5.4031)  0.653
H (-7.1933, 4.8764, -2.9342)  0.217
H (-7.3355, 3.0460, -2.4782)  0.057
H (-8.1667, 3.6846, -3.8734)  0.280
C (-7.1385, -4.5340, 6.1914)  -0.818
O (-6.2269, -3.4529, 6.1465)  -0.309
C (-5.1437, -3.7191, 5.2695)  -0.960
C (-4.5241, -2.4563, 4.7689)  0.759
N (-5.5047, -1.7817, 3.8913)  -0.097
C (-5.2388, -0.3903, 3.5945)  1.990
C (-5.5350, 0.5241, 4.7527)  -0.770
O (-6.9419, 0.3962, 5.0167)  -0.429
C (-7.4534, 1.2998, 5.9710)  -0.802
H (-6.6518, -5.5207, 6.4739)  0.292
H (-7.6367, -4.7449, 5.2362)  0.323
H (-7.7945, -4.3454, 6.9953)  0.296
H (-5.4923, -4.3260, 4.4598)  0.672
H (-4.3395, -4.2619, 5.8523)  0.151
H (-3.7330, -2.7396, 4.0037)  -0.054
H (-4.0593, -1.9030, 5.6204)  -0.359
H (-6.4433, -1.8571, 4.3383)  0.406
H (-5.7690, -0.1317, 2.6617)  -0.731
H (-4.1580, -0.2961, 3.3453)  -1.549
H (-5.1590, 1.6099, 4.6669)  0.061
H (-5.0325, 0.2238, 5.6535)  0.865
H (-8.5600, 1.2421, 5.8940)  0.272
H (-7.2689, 2.3148, 5.6874)  0.247
H (-7.1100, 1.0468, 7.0073)  0.260
C (0.5986, 7.3724, 0.6676)  -0.495
O (1.3174, 7.2281, 1.8513)  -0.325
C (2.6916, 7.6369, 1.7140)  -0.264
C (3.2772, 7.4461, 3.0621)  -1.176
N (3.3406, 6.0863, 3.5000)  0.517
C (4.0146, 5.8731, 4.7662)  -1.268
C (4.4213, 4.4036, 4.9843)  0.175
O (3.3198, 3.6000, 5.4353)  -0.544
C (3.4313, 2.2783, 4.7573)  -0.761
H (0.7707, 8.2994, 0.0898)  0.416
H (-0.4294, 7.3173, 0.8888)  0.290
H (0.8225, 6.5457, 0.0132)  -0.156
H (2.7204, 8.6939, 1.4720)  0.626
H (3.3364, 7.0751, 1.0600)  -0.006
H (2.7374, 8.1732, 3.6808)  0.414
H (4.2808, 7.8345, 3.1123)  0.618
H (2.4346, 5.6855, 3.5993)  -0.310
H (3.4377, 6.1954, 5.6301)  0.378
H (4.9859, 6.3914, 4.7622)  0.598
H (5.2104, 4.3466, 5.7723)  0.308
H (4.7185, 3.9816, 3.8959)  0.019
H (4.4441, 1.8703, 4.8382)  0.574
H (3.1205, 2.4296, 3.7291)  -0.073
H (2.8365, 1.5789, 5.2745)  0.685
C (4.5764, 4.2809, -2.3260)  -0.345
O (4.2232, 5.1195, -1.2085)  -0.500
C (3.3771, 4.4382, -0.2797)  2.850
C (4.1031, 3.5942, 0.7948)  -0.856
N (5.0742, 4.2646, 1.6493)  1.110
C (6.2768, 4.7799, 1.1218)  -0.896
C (7.1917, 5.0406, 2.3608)  -0.124
O (8.2432, 5.9886, 2.1087)  -0.448
C (9.1840, 5.5917, 1.1864)  -0.722
H (5.3373, 3.5466, -1.9803)  0.257
H (5.0501, 5.0223, -2.9936)  0.284
H (3.7288, 3.8162, -2.8007)  -0.052
H (2.7239, 3.7562, -0.7720)  -0.284
H (2.8051, 5.1996, 0.2754)  -2.088
H (4.5830, 2.7503, 0.3374)  0.998
H (3.2808, 3.0584, 1.4192)  -0.794
H (4.5078, 5.0351, 2.1357)  -0.603
H (6.1034, 5.6685, 0.5045)  0.394
H (6.7107, 4.0164, 0.5316)  0.585
H (7.6828, 4.1108, 2.7098)  0.296
H (6.5908, 5.4429, 3.1747)  -0.047
H (9.6575, 4.6238, 1.3631)  0.315
H (10.0156, 6.3052, 1.1406)  0.281
H (8.8418, 5.5464, 0.1653)  0.269
C (5.1407, -7.2460, -4.9704)  -0.358
O (4.2389, -7.5125, -3.9132)  -0.448
C (4.1087, -6.4892, -2.9635)  0.558
C (3.1114, -6.8304, -1.9326)  -1.303
N (2.6342, -5.6156, -1.2307)  1.006
C (1.6034, -5.9865, -0.3073)  -1.436
C (1.0480, -4.8743, 0.4727)  0.559
O (1.8218, -4.6123, 1.6520)  -0.375
C (1.4695, -3.3487, 2.2365)  1.371
H (4.8176, -6.2831, -5.3924)  -0.038
H (5.1901, -8.0605, -5.6737)  0.259
H (6.1450, -7.1441, -4.4854)  0.295
H (3.8324, -5.5593, -3.4953)  -0.284
H (5.1617, -6.2584, -2.5322)  0.311
H (3.4311, -7.6110, -1.2171)  0.287
H (2.2682, -7.2335, -2.4433)  0.510
H (3.4008, -5.3299, -0.6419)  -0.524
H (2.0526, -6.7715, 0.4550)  0.204
H (0.7846, -6.5384, -0.7300)  0.667
H (0.0693, -5.1188, 0.7213)  0.437
H (1.0613, -3.9541, -0.1711)  -0.567
H (2.4031, -3.1012, 2.7074)  -0.165
H (0.6194, -3.4064, 3.0137)  -0.119
H (1.2278, -2.5859, 1.3907)  -0.753
C (-7.8161, -3.6096, -0.6461)  -0.223
O (-7.9952, -2.2953, -0.9656)  -0.410
C (-7.6193, -1.4764, 0.1320)  -0.197
C (-7.7592, -0.0132, -0.2879)  -0.667
N (-6.6791, 0.4637, -1.2062)  -0.170
C (-5.4498, 0.6105, -0.4796)  0.818
C (-4.3200, 1.2721, -1.3072)  1.048
O (-3.9220, 0.2107, -2.2305)  0.251
C (-2.5629, 0.4469, -2.7532)  1.685
H (-6.7538, -3.6826, -0.4429)  -0.126
H (-8.1584, -4.0718, -1.5586)  0.278
H (-8.3367, -4.0651, 0.1937)  0.296
H (-6.5564, -1.7762, 0.3511)  -0.030
H (-8.2347, -1.6394, 1.0264)  0.580
H (-7.8107, 0.5214, 0.6350)  0.244
H (-8.7607, 0.1846, -0.7293)  0.366
H (-6.4991, -0.2311, -1.9150)  0.367
H (-5.1136, -0.3694, -0.0962)  -0.118
H (-5.5837, 1.2651, 0.3871)  -0.858
H (-3.5524, 1.5564, -0.6068)  -0.747
H (-4.6542, 2.1769, -1.8649)  -0.669
H (-2.4170, -0.1144, -3.7148)  -1.685
H (-1.7676, 0.2937, -2.0200)  0.293
H (-2.6034, 1.5191, -2.9539)  -0.150
C (1.7532, 0.5614, -1.2898)  1.394
O (2.6743, -0.3630, -1.7868)  -0.938
C (2.9930, -1.2887, -0.6778)  1.159
C (4.2174, -2.1377, -1.0491)  -0.615
N (5.5465, -1.3989, -1.0588)  0.039
C (6.7124, -2.2175, -0.9861)  -0.701
C (6.8755, -3.1834, -2.1571)  -0.440
O (6.9963, -2.4017, -3.4041)  -0.442
C (6.7948, -3.1436, -4.6424)  -0.265
H (2.2192, 1.0288, -0.4455)  -0.040
H (0.8046, 0.0382, -0.9980)  0.052
H (1.5688, 1.2988, -2.0666)  -0.579
H (2.0748, -1.9332, -0.4869)  -0.403
H (3.0847, -0.7300, 0.2256)  0.439
H (3.9823, -2.6024, -2.0009)  -0.443
H (4.4661, -3.0638, -0.5226)  0.004
H (5.6015, -0.7630, -1.8342)  0.392
H (6.8123, -2.8776, -0.0869)  -0.278
H (7.5337, -1.5239, -0.9377)  0.749
H (6.1046, -3.8687, -2.2028)  -0.154
H (7.8705, -3.5773, -2.0218)  0.807
H (7.5852, -3.8594, -4.7749)  0.378
H (6.8923, -2.4253, -5.5240)  0.199
H (5.7723, -3.5410, -4.6982)  -0.116
C (-0.4639, 5.8930, -2.7684)  0.079
O (-0.3115, 4.6771, -3.4447)  -0.149
C (0.8230, 3.9258, -3.1799)  0.406
C (1.1676, 3.1246, -4.4466)  -1.492
N (0.2418, 2.0169, -4.6317)  1.650
C (0.5315, 1.0970, -5.6727)  -0.426
C (-0.8117, 0.5948, -6.3109)  -0.755
O (-1.5783, 1.6775, -6.7957)  -0.147
C (-2.2471, 1.2514, -7.9828)  -0.934
H (-1.5162, 6.1728, -2.9369)  -0.056
H (0.2608, 6.6140, -3.2963)  0.161
H (-0.2855, 5.7453, -1.6883)  -0.208
H (0.6332, 3.1949, -2.3693)  -0.591
H (1.6649, 4.5571, -2.9358)  0.619
H (2.1997, 2.7093, -4.4384)  0.474
H (1.2107, 3.8034, -5.3612)  0.451
H (-0.7539, 2.3471, -4.7242)  -0.729
H (1.1267, 0.2683, -5.3115)  0.088
H (1.0685, 1.4791, -6.5952)  0.114
H (-1.4447, 0.0982, -5.6056)  -0.459
H (-0.5697, -0.0287, -7.1230)  1.133
H (-2.9089, 2.0032, -8.3709)  0.346
H (-2.7975, 0.2690, -7.7587)  0.191
H (-1.4742, 0.8764, -8.6917)  0.390
C (-2.1399, -1.0626, 1.2428)  0.025
O (-1.0228, -0.2153, 1.2359)  0.711
C (-0.6099, -0.0371, 2.6076)  -0.404
C (0.8320, 0.5155, 2.6436)  -0.136
N (1.0476, 1.7678, 1.8913)  1.407
C (0.1981, 2.8591, 2.3919)  -1.282
C (0.5008, 4.0091, 1.5044)  -0.908
O (0.3844, 3.8553, 0.0669)  1.524
C (-0.9971, 3.6575, -0.1204)  1.150
H (-2.6506, -0.9575, 0.2430)  -0.611
H (-2.7812, -0.7815, 2.1125)  -0.389
H (-1.8406, -2.1158, 1.3710)  0.337
H (-0.6088, -0.9628, 3.0691)  1.477
H (-1.3215, 0.6163, 3.0534)  -0.437
H (1.4894, -0.2446, 2.2163)  -0.486
H (1.0677, 0.7184, 3.7146)  -0.201
H (0.9254, 1.6920, 0.8940)  -0.682
H (0.5109, 3.3225, 3.2837)  0.746
H (-0.8695, 2.5906, 2.3828)  -0.552
H (1.5483, 4.2610, 1.6173)  -0.765
H (-0.1315, 4.8346, 1.7187)  1.247
H (-1.2685, 2.6061, 0.1679)  -0.922
H (-1.2478, 3.7727, -1.2053)  -0.211
H (-1.7012, 4.3089, 0.4819)  -0.503
C (-2.4798, -4.4898, -8.0483)  -0.887
O (-2.7146, -4.2095, -6.6466)  -0.411
C (-2.9254, -2.8632, -6.4046)  -0.852
C (-3.4195, -2.8350, -4.9700)  0.076
N (-2.4577, -3.4648, -4.1089)  0.330
C (-2.8294, -3.5498, -2.7102)  0.297
C (-2.2911, -4.8203, -1.9823)  -0.480
O (-2.5135, -4.5907, -0.5694)  -0.040
C (-3.8537, -4.5342, -0.2058)  -0.653
H (-2.2265, -5.5450, -8.2791)  0.243
H (-1.6352, -3.8220, -8.3585)  0.305
H (-3.4298, -4.3107, -8.4901)  0.407
H (-3.5940, -2.4457, -7.0928)  0.733
H (-1.9802, -2.3522, -6.6212)  0.094
H (-4.3869, -3.3825, -5.0057)  0.328
H (-3.5699, -1.7392, -4.6079)  -0.213
H (-1.9543, -4.2614, -4.5875)  -0.087
H (-3.9685, -3.5768, -2.6983)  0.505
H (-2.4601, -2.6033, -2.2115)  -0.398
H (-1.1988, -4.9620, -2.2299)  -0.095
H (-2.8200, -5.7508, -2.3642)  0.233
H (-3.7936, -4.3445, 0.9399)  0.144
H (-4.4505, -5.4495, -0.3999)  0.341
H (-4.3930, -3.7342, -0.6086)  0.080
C (0.7123, -2.5118, -3.0223)  2.243
C (1.7222, -1.9116, -3.9817)  0.582
O (1.4414, -2.1959, -5.4369)  -0.539
P (2.1204, -3.4788, -6.0031)  -0.066
O (3.2693, -3.9877, -5.2051)  -0.161
O (2.5263, -3.1380, -7.4724)  -0.236
C (3.8184, -3.3429, -7.9726)  0.242
C (3.9373, -4.7402, -8.6399)  -1.083
O (0.8815, -4.5092, -6.2679)  0.330
C (1.0816, -5.8132, -6.6780)  -0.068
C (0.8579, -6.7641, -5.4718)  -0.793
H (0.9072, -3.6095, -2.9977)  -0.232
H (0.9666, -1.9080, -2.1402)  -1.108
H (-0.3241, -2.2619, -3.3328)  -0.566
H (1.6861, -0.8317, -3.9215)  -0.229
H (2.7164, -2.3182, -3.6981)  -0.574
H (4.1201, -2.5841, -8.6798)  0.423
H (4.4708, -3.3056, -7.1253)  -0.208
H (4.0397, -5.5561, -7.8917)  0.087
H (2.9688, -4.8933, -9.0903)  0.303
H (4.7322, -4.7907, -9.3643)  0.477
H (0.2047, -5.9883, -7.3303)  0.241
H (2.0300, -5.8952, -7.1142)  0.005
H (1.1226, -7.8048, -5.5946)  0.463
H (1.3748, -6.4544, -4.5443)  -0.201
H (-0.1897, -6.6928, -5.2340)  0.335
C (5.6810, 0.2157, 2.8897)  -0.850
C (6.0672, -1.2007, 2.4743)  0.503
O (6.5087, -1.8541, 3.7110)  -0.216
P (6.8772, -3.4308, 3.6415)  0.199
O (7.5882, -3.8512, 2.3857)  -0.802
O (7.7792, -3.5991, 4.9021)  -0.291
C (7.3888, -3.2168, 6.2638)  0.359
C (8.3270, -3.9045, 7.2494)  -1.261
O (5.4910, -4.1391, 3.7812)  0.435
C (5.4861, -5.5123, 3.2830)  -0.933
C (5.0839, -5.4637, 1.8215)  -0.240
H (6.3678, 0.7603, 3.5291)  0.567
H (5.5174, 0.7611, 1.9717)  0.160
H (4.7163, 0.1616, 3.4585)  -0.222
H (5.1564, -1.6213, 2.0557)  -0.137
H (6.9585, -1.1772, 1.8007)  0.176
H (7.4667, -2.0925, 6.3403)  0.212
H (6.3541, -3.5282, 6.3279)  -0.001
H (9.4374, -3.9158, 6.9577)  0.283
H (8.3997, -3.3224, 8.2175)  0.361
H (7.9895, -4.9213, 7.4881)  0.320
H (6.4928, -5.9486, 3.4608)  0.387
H (4.7886, -6.0537, 3.8893)  0.425
H (5.8173, -4.9032, 1.2817)  0.166
H (5.0574, -6.5042, 1.4309)  0.407
H (4.0873, -5.0765, 1.7848)  -0.101
C (-3.9837, 5.4149, -1.0204)  0.290
C (-4.9398, 4.8186, -0.0812)  -0.970
O (-4.2369, 3.6470, 0.4790)  -0.116
P (-4.1909, 3.2820, 2.0874)  -0.242
O (-3.7718, 1.9004, 2.2374)  0.761
O (-3.0559, 4.3326, 2.5254)  -0.417
C (-2.8040, 4.3127, 3.9284)  -0.157
C (-1.5604, 5.1762, 4.2935)  -1.020
O (-5.5505, 3.8244, 2.8244)  -0.461
C (-6.7534, 2.9192, 2.6630)  2.013
C (-7.9009, 3.8385, 3.1224)  -1.934
H (-4.3202, 6.3777, -1.4472)  0.719
H (-2.9486, 5.6265, -0.5409)  -0.389
H (-3.9195, 4.6123, -1.8461)  -0.310
H (-5.2395, 5.4198, 0.7744)  0.561
H (-5.8577, 4.4223, -0.4815)  0.138
H (-3.7183, 4.7854, 4.3499)  0.372
H (-2.6743, 3.2492, 4.2513)  0.044
H (-0.7571, 4.8425, 3.5803)  -0.159
H (-1.9104, 6.1998, 4.1694)  0.450
H (-1.2288, 4.9961, 5.2804)  0.429
H (-6.7315, 2.5800, 1.6144)  -0.198
H (-6.7324, 2.1050, 3.3531)  -0.631
H (-8.8906, 3.3419, 2.8724)  0.312
H (-7.7642, 4.1198, 4.1311)  0.453
H (-7.8600, 4.6993, 2.5088)  0.521
C (-3.2906, -3.8271, 8.2918)  -1.171
C (-1.8828, -3.2789, 8.2482)  -0.151
O (-1.6452, -2.8702, 6.8898)  -0.031
P (-0.2725, -2.2056, 6.4552)  -0.759
O (-0.2034, -1.9946, 4.9774)  0.688
O (-0.1428, -0.9535, 7.3809)  -0.153
C (-1.0682, 0.1441, 7.4312)  -0.634
C (-0.8143, 1.0131, 6.1800)  0.099
O (0.9229, -3.0727, 7.0106)  -0.398
C (1.9209, -3.6095, 6.1633)  -0.369
C (3.1433, -2.7261, 6.1006)  -0.180
H (-3.6698, -4.0408, 9.3144)  0.414
H (-4.0471, -3.2012, 7.8212)  0.232
H (-3.3471, -4.7266, 7.6253)  0.283
H (-1.7455, -2.3625, 8.8770)  0.321
H (-1.1863, -4.1288, 8.4409)  0.203
H (-2.0468, -0.2125, 7.5434)  0.302
H (-0.9201, 0.4738, 8.4860)  0.338
H (-1.3562, 1.9457, 6.2415)  0.489
H (0.3086, 1.1716, 6.0393)  -0.113
H (-1.2875, 0.4653, 5.3342)  -0.362
H (2.2739, -4.5530, 6.7250)  0.271
H (1.4659, -3.8809, 5.2515)  0.271
H (3.0278, -1.7929, 5.5549)  -0.166
H (3.4955, -2.5010, 7.1026)  0.574
H (3.9422, -3.2608, 5.5177)  -0.205

---

2.
Entry from the Open Molecules 2025 dataset: one molecule with the formula C5H9NO (ωB97M-V/def2-TZVPD).

Values from the calculation:
structure (SMILES)	CC1(C)CNC1=O
energy	-8868.5060	eV
lowest unoccupied orbital energy	0.8	eV
highest occupied orbital energy	-9.61	eV
orbital gap	10.45	eV

Last column: Mulliken charge in e.
Element x y z (Å)
C (1.4376, 0.8160, 0.0929)  -1.614
C (0.1521, -0.0025, 0.0972)  1.710
C (0.2063, -1.1428, 1.1081)  -1.626
C (-1.2041, 0.7706, 0.0779)  -0.748
N (-1.4611, 0.1523, -1.2219)  -0.116
C (-0.2602, -0.4956, -1.3096)  0.042
O (0.2528, -1.1814, -2.1609)  -0.635
H (2.2703, 0.1567, -0.1802)  0.345
H (1.6535, 1.2353, 1.0835)  0.389
H (1.3981, 1.6362, -0.6350)  0.392
H (0.9899, -1.8513, 0.8230)  0.347
H (-0.7477, -1.6810, 1.1504)  0.399
H (0.4446, -0.7611, 2.1067)  0.389
H (-1.9178, 0.4731, 0.8585)  0.283
H (-1.1173, 1.8646, 0.0346)  0.274
H (-2.2318, 0.2200, -1.8717)  0.170